[1]
{"formula": "Cl2H4Si2", "method": "ωB97M-V with the def2-TZVPD basis set", "elements": ["Si", "Si", "Cl", "Cl", "H", "H", "H", "H"], "coordinates": [[2.25873, 1.61084, 1.10051], [-1.01202, -0.75172, -0.71120], [-1.17722, -2.73875, -0.65496], [0.64177, -0.07673, -1.53017], [-1.15342, -0.11987, 0.62963], [1.02051, 2.28513, 1.13326], [1.74380, 0.33459, 1.54277], [-2.32215, -0.54350, -1.50984]], "atomic_forces_ev_per_a": [[2.48, 0.13, -0.65], [-3.39, 0.59, 0.50], [0.49, -1.31, 0.31], [1.50, 0.57, -0.80], [0.20, -0.29, -0.30], [-1.93, 0.82, 0.11], [-0.63, -1.04, 0.45], [1.28, 0.53, 0.37]], "spin_multiplicity": 1, "lumo_energy_ev": -1.0, "homo_energy_ev": -8.72, "de_lowest_kj_mol": 203.1}

---

[2]
{"formula": "Cl2HNO2S", "method": "ωB97M-V with the def2-TZVPD basis set", "elements": ["N", "O", "O", "S", "Cl", "Cl", "H"], "coordinates": [[0.43727, 0.68950, 0.65295], [-0.14924, -1.78393, -0.43006], [-0.40906, 0.19521, -1.73656], [-0.42999, -0.40075, -0.43862], [2.00897, 0.69666, -0.05328], [-2.13512, 0.04993, 0.36622], [0.67716, 0.55337, 1.63936]], "atomic_forces_ev_per_a": [[0.60, -0.39, -1.61], [0.27, -0.66, 1.35], [0.24, 0.56, 0.84], [0.61, 1.24, -0.96], [0.92, 0.40, -0.15], [-1.55, -0.18, 0.73], [-1.09, -0.97, -0.20]], "spin_multiplicity": 1, "lumo_energy_ev": 0.0, "homo_energy_ev": -10.72, "de_lowest_kj_mol": 46.7}

---

[3]
{"formula": "Cl2HNO2S", "method": "ωB97M-V with the def2-TZVPD basis set", "elements": ["N", "O", "O", "S", "Cl", "Cl", "H"], "coordinates": [[0.47320, -0.84762, 0.37379], [-0.16262, 1.45743, 1.18877], [-1.89538, -0.00294, 0.20307], [-0.55675, 0.31946, 0.47555], [-0.36788, -2.23118, -0.10358], [0.90283, 1.12098, -1.39291], [1.60660, 0.18387, -0.74469]], "atomic_forces_ev_per_a": [[2.32, -5.94, 1.14], [0.95, 1.32, 4.20], [-3.47, -1.61, 1.19], [-2.58, 5.54, -4.47], [1.09, -0.22, 0.33], [2.19, -0.08, -1.59], [-0.51, 0.98, -0.79]], "spin_multiplicity": 3, "lumo_energy_ev": [-0.3, -4.0], "homo_energy_ev": [-6.81, -11.63], "de_lowest_kj_mol": 94.2}

---

[4]
{"formula": "Cl2HPS2", "method": "ωB97M-V with the def2-TZVPD basis set", "elements": ["S", "P", "S", "Cl", "Cl", "H"], "coordinates": [[2.00115, 2.08284, -0.64901], [2.16439, 0.15135, 0.01296], [0.49546, -0.88060, 0.77712], [3.49908, -0.24592, 1.46073], [2.84034, -0.91012, -1.54684], [-0.12005, 0.23488, 0.28572]], "atomic_forces_ev_per_a": [[-0.05, -2.72, 1.43], [-0.15, 2.43, -0.99], [0.18, 1.32, -0.74], [0.29, 0.09, 0.03], [0.12, -0.51, -0.04], [-0.39, -0.62, 0.31]], "spin_multiplicity": 1, "lumo_energy_ev": -0.5, "homo_energy_ev": -9.36, "de_lowest_kj_mol": 13.0}

---

[5]
{"formula": "Cl2IO4V2", "method": "ωB97M-V with the def2-TZVPD basis set", "elements": ["O", "V", "O", "O", "V", "O", "Cl", "Cl", "I"], "coordinates": [[-0.21950, -0.85153, 2.47361], [-1.13364, -1.22989, 3.71758], [-0.65645, -0.34505, 4.93064], [-0.50806, 0.93085, 0.22221], [0.09685, 0.38422, -1.16547], [1.07151, 1.40989, -1.93577], [-1.87026, 1.27806, -2.59805], [2.75557, 0.74061, -4.25808], [0.46399, -2.31715, -1.38669]], "atomic_forces_ev_per_a": [[-1.32, -0.70, 2.03], [1.82, 1.33, -1.80], [-0.34, -0.56, -0.43], [1.29, -0.44, -0.85], [-1.90, 2.11, -2.15], [-0.62, -1.34, 1.96], [1.07, -1.03, 0.96], [0.05, -0.05, 0.02], [-0.05, 0.70, 0.27]], "spin_multiplicity": 1, "lumo_energy_ev": -2.6, "homo_energy_ev": -4.23, "charge": -1}

---

[6]
{"formula": "Cl2MnO8", "method": "ωB97M-V with the def2-TZVPD basis set", "elements": ["Mn", "Cl", "O", "O", "O", "O", "Cl", "O", "O", "O", "O"], "coordinates": [[1.61216, 0.67349, 1.77244], [-1.94790, 1.59973, 0.47244], [-2.85106, 0.76217, 1.04212], [-2.29457, 2.93598, 0.83255], [-0.57782, 1.33293, 0.83189], [-2.08624, 1.38014, -0.90228], [1.60119, -1.73599, -0.80722], [0.54821, -1.75654, 0.15835], [1.09426, -1.38817, -2.13537], [2.57711, -0.78138, -0.45023], [2.32463, -3.02236, -0.81466]], "atomic_forces_ev_per_a": [[-1.01, -1.63, -2.83], [2.70, 3.15, -0.06], [-2.93, -3.41, 2.65], [0.26, 0.12, -0.34], [1.44, -0.34, 1.07], [-0.19, 0.18, -2.74], [-0.48, -5.80, -5.21], [-1.01, 1.07, 1.90], [0.42, -0.40, 2.23], [2.49, 4.95, 3.25], [-1.68, 2.10, 0.08]], "spin_multiplicity": 7, "lumo_energy_ev": [-9.1, -9.9], "homo_energy_ev": [-13.39, -13.36], "charge": 1}

---

[7]
{"formula": "Cl2NO7", "method": "ωB97M-V with the def2-TZVPD basis set", "elements": ["N", "O", "O", "O", "Cl", "O", "O", "O", "O", "Cl"], "coordinates": [[0.90199, -0.46491, 2.02755], [1.22975, -0.45905, 3.23036], [0.23217, 0.43172, 1.55987], [0.74294, -1.54502, 1.54976], [-1.18489, 1.05267, -2.12228], [-1.60630, 0.27472, -3.23345], [-0.82323, 2.37726, -2.66718], [-2.26559, 1.43537, -1.16921], [-0.05017, 0.42143, -1.38872], [2.82333, -3.52421, 2.21329]], "atomic_forces_ev_per_a": [[-4.29, -1.85, 2.97], [2.43, 1.78, 2.00], [0.10, 4.52, -1.44], [1.22, -3.79, -3.05], [1.68, 3.26, 3.55], [-0.96, -1.60, -0.78], [0.92, -0.52, -0.33], [0.50, -1.91, -1.08], [-2.42, 1.06, -1.99], [0.82, -0.94, 0.17]], "spin_multiplicity": 1, "lumo_energy_ev": 7.9, "homo_energy_ev": 2.79, "charge": -3, "de_lowest_kj_mol": 0.0}

---

[8]
{"formula": "Cl3FGeK", "method": "ωB97M-V with the def2-TZVPD basis set", "elements": ["K", "Cl", "Ge", "Cl", "Cl", "F"], "coordinates": [[-0.38660, -0.05598, -2.36304], [-0.97777, 1.94235, 1.37217], [-0.21533, -0.03258, 0.89973], [1.65472, -0.43713, 1.86021], [-1.71830, -1.52654, 1.40829], [1.64327, 0.10987, -3.17737]], "atomic_forces_ev_per_a": [[-0.28, -0.02, -0.42], [0.15, -0.39, -0.01], [-0.05, -0.01, 0.45], [-0.32, 0.07, 0.01], [0.33, 0.33, -0.04], [0.17, 0.02, 0.00]], "spin_multiplicity": 2, "lumo_energy_ev": [-0.5, -3.5], "homo_energy_ev": [-9.18, -9.17], "de_lowest_kj_mol": 0.0}

---

[9]
{"formula": "Cl3H2NP", "method": "ωB97M-V with the def2-TZVPD basis set", "elements": ["N", "P", "Cl", "Cl", "Cl", "H", "H"], "coordinates": [[-0.23446, -0.25406, 0.39821], [0.73300, -0.82442, 1.98943], [0.60731, 0.46569, 3.45339], [-0.16359, -2.55452, 2.20229], [2.64036, -1.10132, 1.40304], [-0.28991, 0.77450, 0.40114], [-1.11561, -0.66492, 0.40200]], "atomic_forces_ev_per_a": [[4.71, 0.64, 3.44], [-1.70, 0.86, -4.94], [0.14, -0.54, -0.14], [0.43, 0.17, 0.67], [-1.52, 0.33, 0.72], [-0.03, -0.54, -0.07], [-2.03, -0.92, 0.31]], "spin_multiplicity": 1, "lumo_energy_ev": -5.8, "homo_energy_ev": -15.96, "charge": 1, "de_lowest_kj_mol": 103.4}

---

[10]
{"formula": "Cl3H3Si2", "method": "ωB97M-V with the def2-TZVPD basis set", "elements": ["Cl", "Si", "Si", "Cl", "Cl", "H", "H", "H"], "coordinates": [[-1.64844, -1.77668, 0.69261], [-1.46084, 0.12362, 0.16021], [1.13393, 0.09485, -0.25558], [2.92736, 0.84807, -1.34651], [1.27538, -1.64772, -1.06382], [-1.23741, 1.24536, 1.30860], [-2.51789, 0.59518, -0.65080], [1.52792, 0.51733, 1.15529]], "atomic_forces_ev_per_a": [[-0.40, -1.08, 0.55], [3.38, 3.13, 1.20], [-0.05, 3.09, 0.57], [-1.62, 0.34, 0.80], [0.22, -3.34, -0.70], [-0.66, -1.61, -0.91], [-0.84, 0.14, -0.90], [-0.02, -0.68, -0.60]], "spin_multiplicity": 1, "lumo_energy_ev": -0.5, "homo_energy_ev": -9.46, "de_lowest_kj_mol": 170.8}

---

[11]
{"formula": "Cl3H3Si2", "method": "ωB97M-V with the def2-TZVPD basis set", "elements": ["Si", "Si", "Cl", "Cl", "Cl", "H", "H", "H"], "coordinates": [[1.34066, -0.10114, 0.06132], [-0.96036, 0.03321, 0.17913], [-1.86100, -0.31848, -1.68451], [-1.79009, -1.08656, 1.60158], [-2.02075, 2.11239, 0.41639], [1.97611, -1.06293, 1.00938], [1.24104, -0.79503, -1.27173], [2.07440, 1.21854, -0.31155]], "atomic_forces_ev_per_a": [[0.81, 0.39, -1.52], [-2.25, 3.05, -1.02], [0.70, -0.30, 0.79], [-0.21, -0.57, 0.51], [1.54, -2.09, 0.09], [-0.20, 0.53, 0.01], [0.24, 0.01, 0.39], [-0.64, -1.01, 0.76]], "spin_multiplicity": 1, "lumo_energy_ev": -0.1, "homo_energy_ev": -10.69, "de_lowest_kj_mol": 57.8}

---

[12]
{"formula": "Cl3H3Si2", "method": "ωB97M-V with the def2-TZVPD basis set", "elements": ["Si", "Si", "Cl", "Cl", "Cl", "H", "H", "H"], "coordinates": [[0.09496, -0.03864, 1.33101], [0.04882, -0.11606, -2.96097], [0.27454, 1.13821, 3.06624], [0.46477, -1.53332, -1.51375], [-1.58584, 0.60988, 0.47101], [1.03170, 0.28548, 0.31229], [-0.24343, -1.44557, 1.34468], [-0.08552, 1.10003, -2.05051]], "atomic_forces_ev_per_a": [[-0.45, 0.70, 0.62], [-0.14, 0.29, -0.48], [0.22, -0.96, -0.67], [0.06, -0.33, 0.00], [-1.59, 0.73, -0.51], [1.24, 0.31, 0.03], [0.52, -0.53, 0.90], [0.14, -0.20, 0.11]], "spin_multiplicity": 1, "lumo_energy_ev": -1.1, "homo_energy_ev": -9.14, "de_lowest_kj_mol": 187.5}

---

[13]
{"formula": "Cl4F5Mg6", "method": "ωB97M-V with the def2-TZVPD basis set", "elements": ["Mg", "Mg", "Mg", "Mg", "Mg", "Mg", "F", "F", "F", "F", "F", "Cl", "Cl", "Cl", "Cl"], "coordinates": [[-1.42907, 3.61361, -1.94714], [0.83185, 0.56745, -0.89175], [2.21035, -2.79808, -0.61026], [-1.95416, -2.14875, 0.07477], [0.49203, -2.59191, 2.92809], [0.56038, 2.51853, 3.45149], [0.90176, -3.63902, -1.70357], [-0.71115, -0.62628, -0.51229], [1.43136, -2.93309, 1.15044], [1.97032, -0.97540, -1.07537], [-1.23150, -1.90473, 2.03665], [-1.06032, 4.81406, -0.19203], [-3.43314, 2.46275, -1.61565], [1.16598, 1.44596, 1.43809], [0.25532, 2.19491, -2.53147]], "atomic_forces_ev_per_a": [[-1.76, -0.58, -0.21], [-0.79, -0.57, -1.30], [-1.74, -0.39, -1.82], [2.08, 2.08, -0.01], [-0.65, -0.16, -3.01], [0.09, 0.44, -1.64], [0.82, 0.71, 1.51], [-0.93, -1.19, 0.67], [-0.51, 0.43, 2.20], [0.24, 0.46, 0.72], [0.92, -1.16, -0.11], [0.64, 0.53, 1.22], [0.78, 0.03, -0.15], [-0.19, 0.35, 1.67], [1.01, -0.97, 0.28]], "spin_multiplicity": 1, "lumo_energy_ev": -13.6, "homo_energy_ev": -15.98, "charge": 3, "de_lowest_kj_mol": 0.0}

---

[14]
{"formula": "Cl4Zn", "method": "ωB97M-V with the def2-TZVPD basis set", "elements": ["Zn", "Cl", "Cl", "Cl", "Cl"], "coordinates": [[0.23095, -0.28284, 0.09037], [-3.78960, -1.55785, -0.87726], [1.85362, 0.77008, 3.62343], [2.58929, -2.83915, -1.55228], [-0.88427, 3.90977, -1.28425]], "atomic_forces_ev_per_a": [[0.22, -0.12, 0.01], [0.51, 0.10, 0.16], [-0.32, -0.24, -0.65], [-0.56, 0.62, 0.39], [0.15, -0.36, 0.10]], "spin_multiplicity": 1, "lumo_energy_ev": -0.1, "homo_energy_ev": -3.26, "charge": -2, "de_lowest_kj_mol": 809.8}

---

[15]
{"formula": "Cl5NP2", "method": "ωB97M-V with the def2-TZVPD basis set", "elements": ["Cl", "P", "Cl", "N", "P", "Cl", "Cl", "Cl"], "coordinates": [[-2.04338, -1.73450, -0.43790], [-0.97118, -1.08246, 1.19335], [0.64365, -2.29542, 0.88160], [-0.41880, 0.44563, 0.87314], [0.75752, 0.86506, -0.28528], [0.05126, 2.35257, -1.30778], [2.46385, 1.32267, 0.62778], [1.18628, -0.31763, -1.78720]], "atomic_forces_ev_per_a": [[-0.38, 0.02, -0.74], [-0.35, 0.89, 1.00], [0.92, -0.66, 0.07], [3.12, 0.59, -3.16], [-3.56, -1.67, 3.68], [-0.13, 1.52, -0.19], [-0.12, 0.14, -0.33], [0.50, -0.84, -0.33]], "spin_multiplicity": 1, "lumo_energy_ev": -0.5, "homo_energy_ev": -9.12, "de_lowest_kj_mol": 38.8}

---

[16]
{"formula": "Cl6NiO24", "method": "ωB97M-V with the def2-TZVPD basis set", "elements": ["Ni", "Cl", "O", "O", "O", "O", "Cl", "O", "O", "O", "O", "Cl", "O", "O", "O", "O", "Cl", "O", "O", "O", "O", "Cl", "O", "O", "O", "O", "Cl", "O", "O", "O", "O"], "coordinates": [[0.84030, 0.43863, 0.03160], [-0.04314, -5.59045, 0.93403], [0.37665, -4.18433, 0.90112], [-1.05662, -5.82310, -0.05823], [1.15442, -6.40575, 0.62906], [-0.57482, -5.86450, 2.22166], [-2.15883, 4.17006, -3.30476], [-3.01769, 3.25464, -3.78039], [-1.20119, 3.68524, -2.39678], [-1.59111, 4.64966, -4.43582], [-2.88349, 5.23231, -2.59688], [3.13205, -0.02299, -2.35907], [3.13657, 0.45316, -0.93267], [2.94659, 0.92792, -3.37943], [3.90473, -1.17386, -2.57195], [1.79327, -0.56623, -2.38598], [-0.59508, 3.25902, 1.52060], [0.07625, 4.57092, 1.75400], [-1.93629, 3.34361, 1.05004], [0.24503, 2.52305, 0.50973], [-0.62884, 2.67413, 2.70576], [1.56353, -0.59314, 3.54983], [0.38415, -0.00371, 4.36097], [2.69793, -0.44005, 4.29111], [1.22839, -2.00026, 3.45253], [1.50857, -0.03570, 2.25227], [-1.89453, -1.26180, -0.39835], [-3.03916, -1.06139, 0.55295], [-1.49476, -0.27745, -1.51986], [-0.69570, -1.33850, 0.35519], [-2.17712, -2.53901, -0.95241]], "atomic_forces_ev_per_a": [[-1.00, -0.52, 0.40], [2.17, 2.90, -1.46], [-0.48, -1.59, -0.10], [-0.25, -0.57, -0.38], [-1.06, -0.18, 0.50], [-0.33, -1.12, 1.44], [0.07, 3.70, 6.09], [-5.74, -6.37, -1.04], [1.28, -1.18, 0.78], [4.47, 4.06, -5.74], [-0.21, 0.11, -0.43], [-8.49, -2.42, 2.26], [2.16, 1.26, -0.44], [3.95, 2.86, -1.25], [4.09, 0.10, -0.48], [-2.65, -1.33, 1.09], [0.47, 5.18, -5.09], [-0.94, -1.26, -1.63], [0.23, 0.71, -1.18], [0.37, -1.09, -0.09], [0.60, -5.08, 7.55], [-10.47, -3.32, 3.06], [2.91, -0.23, -1.76], [5.16, 1.56, 1.40], [1.12, 0.44, -0.52], [1.29, 1.94, -3.03], [-2.52, -0.08, -1.60], [1.90, 1.71, -1.92], [-1.87, -0.99, 2.51], [3.57, 1.19, 2.25], [0.20, -0.36, -1.20]], "spin_multiplicity": 3, "lumo_energy_ev": [8.0, 6.6], "homo_energy_ev": [0.32, 0.32], "charge": -4, "de_lowest_kj_mol": 310.9}

---

[17]
{"formula": "ClCu4O4Pb", "method": "ωB97M-V with the def2-TZVPD basis set", "elements": ["Cu", "Cu", "Cu", "Cu", "Pb", "Cl", "O", "O", "O", "O"], "coordinates": [[-1.11761, 2.56969, -2.21047], [-2.37030, -1.74060, -2.44617], [1.55115, -2.09908, 2.94842], [2.62652, -2.34505, -0.78652], [-1.50595, 3.74260, 1.46226], [0.16843, -0.05164, 0.22385], [1.51896, -0.20038, 0.19741], [-0.17069, 1.26786, 0.57203], [-0.53079, -0.13209, -1.08153], [-0.16975, -1.01130, 1.12075]], "atomic_forces_ev_per_a": [[0.10, 0.20, 0.24], [-0.04, -0.11, 0.04], [-0.29, 0.09, 0.37], [0.24, 0.42, -0.19], [0.06, 0.05, -0.11], [-3.60, 3.38, -3.56], [7.45, -0.18, -2.67], [-0.38, 2.38, 2.03], [0.52, -1.87, -0.18], [-4.06, -4.36, 4.03]], "spin_multiplicity": 2, "lumo_energy_ev": [-14.8, -14.9], "homo_energy_ev": [-20.21, -23.95], "charge": 4}

---

[18]
{"formula": "ClF3Si", "method": "ωB97M-V with the def2-TZVPD basis set", "elements": ["F", "F", "F", "Si", "Cl"], "coordinates": [[1.91004, 0.18007, 0.75034], [0.13033, -1.35391, -0.42914], [-0.10032, 1.17526, -0.60800], [0.39214, 0.01018, 0.33144], [-4.28599, -0.00351, 0.18224]], "atomic_forces_ev_per_a": [[0.17, -0.01, -0.38], [0.30, -0.09, -0.19], [0.19, 0.32, -0.37], [-0.68, -0.22, 0.94], [0.02, 0.00, 0.00]], "spin_multiplicity": 1, "lumo_energy_ev": [-1.6, -4.2], "homo_energy_ev": [-12.52, -9.37], "de_lowest_kj_mol": 462.2}

---

[19]
{"formula": "ClFH2N2", "method": "ωB97M-V with the def2-TZVPD basis set", "elements": ["N", "N", "F", "Cl", "H", "H"], "coordinates": [[0.64827, 0.81595, -0.40518], [-0.35505, -0.99327, 0.25306], [-0.89016, -0.42454, 1.33373], [-1.59297, -1.11632, -0.91280], [1.58555, 0.55684, -0.81288], [0.60436, 1.16134, 0.54408]], "atomic_forces_ev_per_a": [[-1.52, -2.58, -0.82], [2.49, 2.05, -2.04], [-0.77, 0.47, 1.12], [-0.05, 0.08, 0.02], [-1.05, 0.10, 1.44], [0.90, -0.11, 0.28]], "spin_multiplicity": 1, "lumo_energy_ev": [-1.4, -1.4], "homo_energy_ev": [-9.75, -9.75], "de_lowest_kj_mol": 387.6}

---

no.,electronic energy (a.u.)
1,-1501.7381
2,-1524.3225
3,-1524.1503
4,-2058.7749
5,-3406.9769
6,-2672.2060
7,-1501.2999
8,-4157.3763
9,-1777.6498
10,-1961.4167
11,-1961.4598
12,-1961.4104
13,-3540.1706
14,-3620.0331
15,-3038.5462
16,-6073.3734
17,-7513.7223
18,-1049.3558
19,-670.5395